No. 1
C9H11N3 | the ωB97M-V functional and the def2-TZVPD basis

Values from the calculation:
2S+1: 1
Net charge: 0
Frontier orbital gap in eV: 9.49
SMILES: CCCn1nnc2ccccc21

Last column: natural (NBO) charge in e.
Positions of all 23 atoms, in Å:
C: -3.676 0.237 -0.637  -0.6150
C: -2.954 -1.062 -0.114  -0.3969
C: -1.799 -0.608 0.849  -0.2113
N: -0.750 0.117 0.209  -0.2222
N: -0.826 1.484 0.230  0.0015
N: 0.323 1.902 0.003  -0.2047
C: 1.242 0.878 -0.038  0.0277
C: 2.567 0.975 -0.088  -0.1846
C: 3.281 -0.186 -0.102  -0.2287
C: 2.603 -1.415 -0.102  -0.1940
C: 1.265 -1.540 -0.204  -0.2524
C: 0.526 -0.332 0.105  0.1253
H: -3.128 0.617 -1.470  0.2141
H: -3.757 1.010 0.078  0.2095
H: -4.711 0.000 -0.943  0.2086
H: -2.505 -1.544 -1.000  0.2009
H: -3.559 -1.797 0.406  0.2079
H: -2.240 0.007 1.661  0.2158
H: -1.304 -1.512 1.220  0.2044
H: 2.987 1.956 -0.388  0.2316
H: 4.354 -0.167 -0.127  0.2151
H: 3.359 -2.247 -0.126  0.2193
H: 0.952 -2.527 -0.410  0.2281

=====

No. 2
C7H7BrN2O2 | the ωB97M-V functional and the def2-TZVPD basis

Values from the calculation:
2S+1: 1
Net charge: 0
Frontier orbital gap (spin up / spin down) in eV: 7.54 / 7.54

Last column: natural (NBO) charge in e.
Positions of all 19 atoms, in Å:
C: -0.859 -0.776 1.688  -0.1440
C: -1.570 0.132 0.909  -0.2262
C: 0.421 -1.170 1.318  -0.2248
C: -1.007 0.646 -0.237  -0.1172
C: 1.003 -0.640 0.187  -0.1072
C: 0.304 0.291 -0.604  -0.2022
C: 0.900 0.858 -1.750  -0.0250
N: 0.836 -0.784 -3.179  -0.4649
N: 1.891 -0.916 -3.967  0.5803
O: 2.510 0.108 -4.178  -0.4537
O: 2.111 -2.002 -4.459  -0.4327
Br: 0.062 -2.278 -2.519  0.2442
H: -1.307 -1.177 2.584  0.2217
H: -2.563 0.433 1.206  0.2241
H: 0.958 -1.886 1.920  0.2256
H: -1.548 1.354 -0.846  0.2189
H: 2.000 -0.936 -0.104  0.2256
H: 0.343 1.538 -2.369  0.2235
H: 1.972 0.890 -1.853  0.2340

=====

No. 3
C5H10O | the ωB97M-V functional and the def2-TZVPD basis

Values from the calculation:
2S+1: 1
Net charge: 0
Frontier orbital gap in eV: 8.59

Last column: natural (NBO) charge in e.
Positions of all 16 atoms, in Å:
C: 2.061 -0.312 0.117  -0.6082
C: 0.961 0.496 -0.568  -0.5120
C: -0.300 -0.328 -0.839  0.1795
C: -1.169 -0.785 0.702  -0.6455
C: -1.698 0.672 -0.309  0.0191
O: -1.238 0.486 -1.561  -0.5183
H: 2.224 -1.251 -0.420  0.2157
H: 1.815 -0.557 1.156  0.1950
H: 3.006 0.242 0.135  0.2137
H: 1.303 0.791 -1.566  0.2337
H: 0.784 1.442 -0.030  0.1871
H: -0.220 -1.121 1.102  0.2445
H: -1.635 -0.268 1.575  0.1884
H: -1.793 -1.633 0.440  0.2338
H: -1.322 1.532 0.247  0.1739
H: -2.764 0.474 -0.198  0.1996

=====

No. 4
C41H38Br2ClN4OPt | the ωB97M-V functional and the def2-TZVPD basis

Values from the calculation:
2S+1: 5
Net charge: -1
Frontier orbital gap (spin up / spin down) in eV: 5.19 / 5.57

Last column: Löwdin spin population.
Positions of all 88 atoms, in Å:
Pt: 0.470 1.412 -0.869  1.0952
C: -0.844 -1.226 5.326  0.0781
C: -0.801 -2.302 4.449  -0.0030
C: -0.442 -2.137 3.123  0.0658
C: -0.152 -0.848 2.606  0.0204
C: -0.215 0.234 3.518  0.0572
C: -0.541 0.045 4.843  -0.0002
N: 0.162 -0.485 1.336  0.2608
N: 0.314 -1.319 0.304  0.3148
C: 0.843 -0.883 -2.079  0.0355
C: 1.300 -2.033 -2.713  0.0223
C: 1.938 -1.872 -3.942  -0.0050
C: 2.118 -0.619 -4.503  0.0285
C: 1.664 0.535 -3.846  0.0312
C: 0.995 0.399 -2.652  0.2160
H: -1.109 -1.376 6.365  0.0056
H: -1.058 -3.293 4.807  -0.0023
H: -0.393 -3.004 2.484  0.0038
H: 0.019 1.221 3.134  0.0036
H: -0.561 0.892 5.519  -0.0021
H: 1.179 -3.014 -2.269  0.0026
H: 2.308 -2.744 -4.469  -0.0010
H: 2.619 -0.524 -5.460  0.0035
H: 1.832 1.507 -4.297  0.0031
C: -1.326 4.180 -1.142  0.0327
C: 0.111 4.483 -0.866  0.0638
C: 0.578 5.797 -0.874  -0.0023
C: 1.904 6.077 -0.657  0.0597
C: 2.807 5.009 -0.499  0.0011
C: 4.204 5.153 -0.389  0.0162
Br: 4.997 6.891 -0.445  0.0018
C: 5.036 4.069 -0.270  -0.0038
C: 4.493 2.792 -0.251  0.0204
Br: 5.632 1.283 -0.119  0.0055
C: 3.110 2.542 -0.309  0.0082
O: 2.629 1.359 -0.243  0.1429
C: 2.269 3.697 -0.466  0.0160
N: 0.926 3.451 -0.615  0.0257
H: -1.882 5.092 -1.354  0.0010
H: -1.788 3.683 -0.288  0.0133
H: -1.407 3.510 -2.002  0.0080
H: -0.120 6.604 -1.050  -0.0015
H: 2.256 7.097 -0.626  0.0042
H: 6.106 4.202 -0.198  -0.0003
Cl: -8.345 1.507 -0.947  0.0407
C: -6.643 1.507 -0.604  0.1425
C: -5.730 1.460 -1.655  -0.0168
C: -4.381 1.452 -1.384  0.1208
C: -3.893 1.485 -0.050  0.0509
C: -2.534 1.437 0.237  0.5310
C: -4.861 1.533 0.991  0.1217
C: -6.208 1.539 0.719  -0.0166
H: -6.089 1.420 -2.674  -0.0040
H: -3.665 1.401 -2.196  0.0056
H: -2.182 1.431 1.260  0.0267
H: -1.780 1.353 -0.558  0.0626
H: -4.514 1.544 2.017  0.0050
H: -6.936 1.560 1.520  -0.0039
C: -2.092 -2.829 -1.939  0.0035
C: -1.982 -3.258 -0.469  0.0020
C: -2.668 -2.244 0.433  0.0069
C: -0.558 -3.619 -0.064  0.0194
C: -0.305 -4.987 -0.035  -0.0007
C: 0.908 -5.499 0.380  0.0144
C: 1.909 -4.630 0.761  -0.0007
C: 1.738 -3.249 0.733  0.0188
C: 2.986 -2.430 1.053  0.0018
C: 2.878 -1.400 2.183  0.0034
C: 3.517 -1.744 -0.211  0.0017
C: 0.483 -2.739 0.329  0.0217
N: 0.121 -0.672 -0.907  0.1817
H: -3.146 -2.743 -2.214  0.0001
H: -1.620 -3.561 -2.598  0.0003
H: -1.618 -1.865 -2.094  0.0015
H: -2.547 -4.190 -0.371  0.0004
H: -2.268 -1.248 0.280  0.0069
H: -2.569 -2.506 1.486  0.0007
H: -3.733 -2.207 0.190  -0.0001
H: -1.094 -5.670 -0.330  0.0000
H: 1.068 -6.570 0.407  0.0011
H: 2.866 -5.032 1.073  0.0000
H: 3.734 -3.163 1.371  0.0000
H: 2.453 -0.465 1.825  0.0012
H: 3.882 -1.187 2.558  0.0000
H: 2.274 -1.774 3.010  0.0003
H: 2.859 -0.932 -0.514  0.0004
H: 3.608 -2.447 -1.041  0.0001
H: 4.498 -1.308 -0.012  0.0001

=====

No. 5
C9H14 | the ωB97M-V functional and the def2-TZVPD basis

Values from the calculation:
2S+1: 1
Net charge: 0
Frontier orbital gap in eV: 10.02
SMILES: Cc1ccccc1.CC

Last column: natural (NBO) charge in e.
Positions of all 23 atoms, in Å:
C: 1.508 3.207 1.372  -0.6286
C: 0.748 2.154 0.561  0.0027
C: -0.564 2.420 0.286  -0.2281
C: -1.309 1.407 -0.372  -0.1929
C: -0.673 0.213 -0.655  -0.2297
C: 0.697 0.000 -0.420  -0.2002
C: 1.414 0.947 0.258  -0.2241
H: 1.400 4.180 0.890  0.2137
H: 2.561 2.941 1.459  0.2092
H: 1.118 3.313 2.385  0.2163
H: -0.946 3.413 0.474  0.2122
H: -2.359 1.481 -0.611  0.2113
H: -1.356 -0.557 -0.996  0.2109
H: 1.079 -0.978 -0.662  0.2129
H: 2.443 0.794 0.539  0.2140
C: -0.967 -3.519 -0.473  -0.6146
C: -0.686 -5.030 -0.530  -0.6093
H: -0.288 -3.010 0.203  0.2077
H: -0.930 -3.062 -1.464  0.2018
H: -2.003 -3.342 -0.177  0.2046
H: -0.967 -5.449 -1.493  0.2029
H: -1.293 -5.552 0.210  0.2036
H: 0.364 -5.277 -0.381  0.2038

=====

No. 6
C2H5N3S | the ωB97M-V functional and the def2-TZVPD basis

Values from the calculation:
2S+1: 1
Net charge: 0
Frontier orbital gap in eV: 8.81
SMILES: [H]/N=C(/N)C(N)=S

Last column: natural (NBO) charge in e.
Positions of all 11 atoms, in Å:
H: -0.680 0.068 -2.281  0.3782
N: -0.668 -0.755 -1.654  -0.6506
C: -0.360 -0.495 -0.455  0.3425
N: -0.346 -1.433 0.548  -0.8310
C: 0.141 0.914 -0.110  0.0571
N: 0.933 0.948 0.942  -0.7578
S: -0.144 2.198 -1.116  -0.1518
H: -0.876 -2.216 0.186  0.4044
H: -0.656 -1.134 1.467  0.3878
H: 1.316 0.074 1.263  0.4069
H: 1.341 1.832 1.210  0.4144

=====

No. 7
C6H9N2O2 | the ωB97M-V functional and the def2-TZVPD basis

Values from the calculation:
2S+1: 1
Net charge: -1
Frontier orbital gap in eV: 8.37

Last column: natural (NBO) charge in e.
Positions of all 19 atoms, in Å:
C: -0.018 -0.612 -3.630  -0.6332
C: -0.058 -1.823 -0.274  0.1522
C: 0.446 0.038 -1.255  -0.1459
C: -0.087 -0.860 -2.166  0.0660
N: 0.489 -0.604 -0.055  -0.5239
N: -0.388 -2.027 -1.556  -0.5174
H: 0.664 -0.212 0.979  0.4780
H: -0.305 -2.375 0.619  0.1953
H: 1.098 0.823 -1.616  0.1887
H: -0.887 -0.081 -4.056  0.1959
H: -0.038 -1.596 -4.115  0.2150
H: 0.816 -0.031 -4.013  0.2020
C: -0.665 1.807 2.870  -0.7335
C: 0.365 0.730 3.232  0.7888
O: 0.384 -0.253 2.384  -0.8312
O: 0.985 0.823 4.278  -0.7067
H: -0.341 2.754 3.310  0.1979
H: -1.651 1.569 3.269  0.2089
H: -0.806 1.930 1.796  0.2032

=====

Max |F|? In order: 3.82 3.63 0.55 1.18 2.52 2.45 2.01 eV Å⁻¹.
E? In order: -13979.90892 -84484.16248 -7389.14271 -206992.75842 -9559.73787 -17460.64887 -13445.00847 eV.